C22H15CuF2NO14 as an isolated structure at a distorted geometry, computed with ωB97M-V/def2-TZVPD.

Each line ends with the Mulliken charge.
Geometry (Å):
Cu1 0.169 -0.326 -0.093  0.762
C1 4.722 -2.951 3.113  -0.559
C2 5.384 -3.532 1.897  0.331
C3 4.586 -3.543 0.493  0.075
O1 5.062 -4.127 -0.476  -0.740
C4 3.468 -2.557 0.387  -0.388
C5 3.011 -1.945 1.502  -0.087
C6 3.588 -2.254 2.930  0.267
O2 2.990 -1.863 4.018  -0.761
O3 2.042 -1.119 1.240  -0.520
O4 6.564 -3.903 1.903  -0.743
H1 5.121 -3.083 4.108  0.417
H2 3.094 -2.460 -0.622  0.756
C7 -2.416 -2.042 4.159  -0.762
C8 -1.430 -1.020 3.806  0.486
C9 -1.587 -0.305 2.394  0.450
O5 -0.726 0.512 2.001  -0.781
C10 -2.780 -0.593 1.661  -0.379
C11 -3.704 -1.477 2.115  0.332
C12 -3.476 -2.270 3.353  0.471
O6 -4.302 -3.221 3.755  -0.860
O7 -4.805 -1.705 1.452  -0.855
O8 -0.382 -0.842 4.426  -0.693
H3 -2.324 -2.729 4.987  0.343
H4 -2.927 -0.069 0.728  0.331
C13 1.226 5.230 -1.715  -0.585
C14 1.231 5.764 -0.333  0.300
O9 1.600 4.584 0.370  -0.324
C15 1.206 3.491 -0.366  0.388
O10 1.021 2.414 0.117  -0.385
O11 0.695 3.889 -1.532  -0.239
F1 0.055 6.179 -0.067  -0.259
H5 2.220 5.137 -2.155  0.317
H6 0.576 5.838 -2.345  0.288
H7 1.963 6.555 -0.169  0.328
C16 -2.645 2.336 -4.077  -0.548
C17 -2.871 3.457 -3.040  0.287
O12 -2.091 2.969 -1.904  -0.228
C18 -1.856 1.729 -2.079  0.417
O13 -1.458 0.958 -1.188  0.027
O14 -2.326 1.229 -3.272  -0.288
F2 -4.146 3.537 -2.846  -0.292
H8 -1.809 2.584 -4.732  0.292
H9 -3.565 2.113 -4.617  0.311
H10 -2.458 4.393 -3.415  0.278
N1 0.521 -2.913 -1.318  0.052
C19 -0.652 -3.029 -0.562  -0.674
C20 -1.674 -2.349 -1.186  -0.240
C21 -1.175 -1.839 -2.369  -0.435
C22 0.166 -2.284 -2.477  -0.804
H11 1.435 -3.328 -1.210  0.335
H12 -0.624 -3.532 0.394  0.422
H13 -2.667 -2.225 -0.782  0.432
H14 -1.740 -1.286 -3.104  0.551
H15 0.901 -2.178 -3.261  0.384

Charge: -3
LUMO in eV: 4.2
Gap between HOMO and LUMO in eV: 2.217
HOMO level in eV: 1.9